# C11H14F3NO2S

One molecule with the formula C11H14F3NO2S (ωB97M-V/def2-TZVPD, the Open Molecules 2025 dataset).

Values from the calculation:
Net charge: 0
ΔE to the lowest compared entry with this formula, charge and spin, kJ/mol: 0.0
DFT total energy, a.u.: -1330.604696
SMILES string: CC(C)Cc1cc(C(F)(F)F)ccc1S(N)(=O)=O

Last column: Löwdin charge in e.
Positions of all 32 atoms, in Å:
C 1.04973 -3.27610 0.79419  -0.07
H 0.64299 -3.72481 -0.10895  0.08
H 2.07088 -3.62716 0.92264  0.08
C 1.01760 -1.75413 0.69021  -0.42
C 1.85372 -1.28012 -0.49472  -0.07
H 1.91265 -0.19419 -0.51640  0.08
H 2.86431 -1.67561 -0.42338  0.08
H 1.40946 -1.61530 -1.42802  0.06
H 1.44545 -1.33542 1.60711  0.13
C -0.44398 -1.28582 0.55836  -0.13
C -0.56573 0.19154 0.36668  -0.19
C -1.15462 0.75459 -0.75799  -0.21
C -1.23861 2.12335 -0.93419  -0.03
C -0.72561 2.98296 0.01942  0.01
C -0.14804 2.43751 1.15955  -0.10
C -0.06866 1.06474 1.33318  0.05
H 0.37728 0.66848 2.23286  0.14
C 0.43971 3.33842 2.21170  -0.59
F 0.27474 2.85925 3.45392  0.14
F -0.08515 4.57016 2.20240  0.14
F 1.76886 3.49377 2.04642  0.14
H -0.78247 4.05234 -0.10742  0.12
H -1.71698 2.49337 -1.82670  0.11
S -1.91177 -0.23477 -2.04929  0.64
O -2.48246 0.65962 -3.01437  -0.30
O -2.73914 -1.26017 -1.48964  -0.29
N -0.58131 -1.00648 -2.74173  -0.05
H -0.81145 -1.95175 -3.00780  0.08
H -0.23658 -0.48787 -3.53441  0.08
H -0.91619 -1.79931 -0.27568  0.08
H -0.97982 -1.56293 1.46993  0.14
H 0.46119 -3.61814 1.64213  0.08